No. 1
DFT (wB97M-V/def2-TZVPD) results for a molecular structure, C50H57IInN7Sb2.

Atoms and positions in Å:
In: -0.406 -0.278 -1.538
C: -4.974 -0.511 -2.977
N: -4.636 -1.487 -1.951
C: -5.724 -2.224 -1.332
C: -3.346 -1.586 -1.548
N: -2.339 -1.177 -2.246
N: -3.179 -2.160 -0.299
C: -2.039 -2.171 0.497
N: -2.149 -3.027 1.557
N: -1.059 -1.371 0.318
H: -5.999 -0.184 -2.817
H: -4.891 -0.921 -3.988
H: -4.330 0.365 -2.880
H: -6.151 -1.693 -0.475
H: -5.400 -3.218 -1.025
H: -6.509 -2.368 -2.069
H: -2.602 -0.877 -3.174
H: -4.023 -2.380 0.198
H: -2.625 -3.898 1.377
H: -1.301 -3.148 2.090
H: -0.292 -1.563 0.964
C: -1.859 2.906 3.328
Sb: -1.102 0.913 3.087
C: -2.820 -0.047 3.978
C: 0.056 0.885 4.938
C: 1.441 1.409 4.695
C: 1.632 2.793 4.612
C: 2.873 3.348 4.349
C: 3.971 2.514 4.178
C: 3.802 1.142 4.272
C: 2.552 0.564 4.518
C: 2.451 -0.936 4.584
Sb: 2.057 -1.830 2.635
C: 4.068 -1.546 1.953
C: 2.405 -3.851 3.301
H: -2.160 3.073 4.362
H: -2.719 3.021 2.665
H: -1.098 3.632 3.041
H: -3.357 0.664 4.606
H: -2.495 -0.895 4.584
H: -3.483 -0.413 3.195
H: 0.049 -0.142 5.300
H: -0.493 1.502 5.652
H: 0.776 3.443 4.764
H: 2.986 4.424 4.293
H: 4.953 2.928 3.984
H: 4.661 0.489 4.155
H: 1.677 -1.274 5.272
H: 3.398 -1.375 4.898
H: 4.757 -1.879 2.730
H: 4.242 -0.494 1.722
H: 4.225 -2.137 1.051
H: 3.054 -3.841 4.177
H: 2.888 -4.406 2.496
H: 1.466 -4.347 3.545
I: 0.452 0.173 -4.428
C: 1.972 1.393 -3.619
C: 2.789 1.961 -4.552
C: 3.857 2.784 -4.140
C: 4.063 3.008 -2.813
C: 3.220 2.426 -1.835
C: 3.449 2.693 -0.460
C: 2.642 2.160 0.498
C: 1.567 1.326 0.112
C: 1.304 1.022 -1.200
C: 2.134 1.582 -2.215
H: 2.623 1.786 -5.606
H: 4.502 3.229 -4.886
H: 4.879 3.642 -2.481
H: 4.280 3.337 -0.192
H: 2.813 2.375 1.549
H: 0.924 0.932 0.892
C: -0.131 4.846 -3.667
C: 0.139 4.696 -2.312
C: -0.422 3.646 -1.598
C: -1.255 2.716 -2.221
C: -1.532 2.892 -3.576
C: -0.978 3.943 -4.295
N: -1.792 1.619 -1.491
C: -2.994 1.883 -0.878
C: -3.539 0.996 0.078
C: -4.790 1.190 0.646
C: -5.566 2.295 0.323
C: -5.032 3.215 -0.575
C: -3.790 3.029 -1.159
H: 0.315 5.659 -4.226
H: 0.797 5.395 -1.809
H: -0.214 3.524 -0.542
H: -2.193 2.185 -4.065
H: -1.207 4.053 -5.349
H: -2.923 0.176 0.407
H: -5.155 0.478 1.381
H: -6.537 2.452 0.776
H: -5.598 4.105 -0.827
H: -3.421 3.773 -1.850
C: 4.734 -2.036 -3.176
C: 4.349 -1.313 -2.058
C: 3.046 -1.399 -1.578
C: 2.093 -2.191 -2.212
C: 2.498 -2.920 -3.337
C: 3.798 -2.850 -3.810
N: 0.741 -2.251 -1.783
C: 0.376 -3.464 -1.213
C: -0.900 -4.018 -1.424
C: -1.316 -5.173 -0.773
C: -0.476 -5.843 0.107
C: 0.810 -5.339 0.296
C: 1.231 -4.187 -0.349
H: 5.746 -1.964 -3.555
H: 5.063 -0.671 -1.553
H: 2.750 -0.830 -0.708
H: 1.762 -3.540 -3.837
H: 4.083 -3.425 -4.684
H: -1.547 -3.536 -2.146
H: -2.304 -5.572 -0.983
H: -0.796 -6.749 0.605
H: 1.497 -5.858 0.956
H: 2.239 -3.819 -0.188

Total energy = -89555.67900 eV
M = 1241.3 g/mol
Gap between HOMO and LUMO = 6.70 eV
E_LUMO = 0.00278 hartree
Energy above the lowest of the compared OMol25 structures with the same formula, charge and spin = 0.1948 eV
HOMO energy = -6.62 eV

Atomic partial charges in e from the Mulliken method, atoms 1 to 6: atom 1 (In): 1.58, atom 2 (C): -1.19, atom 3 (N): 0.38, atom 4 (C): -1.31, atom 5 (C): -0.33, atom 6 (N): -0.26

***

No. 2
DFT (wB97M-V/def2-TZVPD) results for a molecular structure, C50H57MnN4O3SSi in a non-equilibrium geometry.

Atoms and positions in Å:
Mn: 0.746 -0.209 -0.481
C: 0.899 -2.164 7.218
C: 0.648 -2.364 5.746
C: 0.084 -3.543 5.268
C: -0.134 -3.723 3.911
C: 0.202 -2.711 3.032
C: 0.753 -1.522 3.484
C: 0.980 -1.360 4.839
S: -0.071 -2.928 1.286
O: -1.312 -2.268 0.954
O: -0.038 -4.351 1.016
N: 1.136 -2.133 0.585
C: 2.427 -2.558 0.816
C: 2.823 -3.689 1.525
C: 4.172 -4.051 1.625
C: 5.161 -3.326 1.018
C: 4.818 -2.161 0.305
C: 5.770 -1.366 -0.367
C: 5.360 -0.241 -1.029
C: 4.009 0.122 -0.978
N: 3.095 -0.583 -0.352
C: 3.463 -1.745 0.244
H: 0.544 -3.014 7.799
H: 0.393 -1.264 7.574
H: 1.966 -2.039 7.411
H: -0.186 -4.328 5.965
H: -0.559 -4.638 3.517
H: 0.980 -0.738 2.771
H: 1.404 -0.431 5.206
H: 2.074 -4.327 1.965
H: 4.430 -4.946 2.178
H: 6.199 -3.631 1.072
H: 6.813 -1.661 -0.354
H: 6.065 0.378 -1.567
H: 3.655 1.019 -1.473
N: -0.736 -1.636 -1.849
C: -1.357 -1.379 -3.109
C: -1.363 -0.084 -3.620
C: -1.913 0.175 -4.862
C: -2.480 -0.851 -5.606
C: -2.490 -2.141 -5.096
C: -1.927 -2.405 -3.856
H: -1.365 -1.485 -1.060
H: -0.474 -2.613 -1.772
H: -0.911 0.702 -3.028
H: -1.881 1.183 -5.257
H: -2.907 -0.648 -6.581
H: -2.945 -2.944 -5.664
H: -1.926 -3.415 -3.459
C: -1.028 3.870 2.088
C: -1.249 2.620 2.950
C: -2.283 2.945 4.039
C: 0.086 2.276 3.627
Si: -1.772 1.152 1.809
O: -0.510 0.681 0.977
C: -3.180 1.745 0.645
C: -3.218 1.195 -0.637
C: -4.234 1.479 -1.538
C: -5.245 2.359 -1.178
C: -5.228 2.933 0.085
C: -4.218 2.615 0.982
C: -2.675 -0.135 2.907
C: -3.795 -0.793 2.389
C: -4.503 -1.731 3.126
C: -4.109 -2.040 4.420
C: -3.002 -1.404 4.960
C: -2.301 -0.469 4.210
H: -0.732 4.720 2.715
H: -1.932 4.146 1.540
H: -0.236 3.689 1.358
H: -1.873 3.687 4.737
H: -2.567 2.063 4.611
H: -3.193 3.366 3.611
H: 0.508 3.167 4.108
H: 0.806 1.905 2.894
H: -0.044 1.510 4.396
H: -2.414 0.534 -0.930
H: -4.241 1.012 -2.515
H: -6.036 2.602 -1.878
H: -6.014 3.621 0.376
H: -4.256 3.060 1.969
H: -4.113 -0.573 1.378
H: -5.364 -2.223 2.688
H: -4.659 -2.770 5.003
H: -2.685 -1.637 5.971
H: -1.438 0.001 4.666
C: 2.391 -2.501 -4.802
C: 2.137 -1.019 -4.702
C: 2.113 -0.211 -5.841
C: 1.794 1.133 -5.714
C: 1.738 2.011 -6.941
C: 1.509 1.683 -4.469
C: 1.566 0.918 -3.277
C: 1.896 -0.456 -3.470
N: 1.322 1.329 -2.006
C: 1.173 2.738 -1.613
C: 2.001 3.750 -2.430
C: 1.658 2.874 -0.154
C: -0.314 3.133 -1.667
H: 2.841 -2.766 -5.760
H: 1.445 -3.044 -4.711
H: 3.046 -2.842 -3.999
H: 2.331 -0.633 -6.817
H: 2.089 1.466 -7.818
H: 2.363 2.898 -6.820
H: 0.717 2.345 -7.137
H: 1.193 2.716 -4.446
H: 1.944 -1.089 -2.592
H: 2.938 3.306 -2.770
H: 2.232 4.612 -1.800
H: 1.451 4.118 -3.296
H: 2.749 2.840 -0.107
H: 1.259 2.064 0.458
H: 1.318 3.819 0.274
H: -0.683 3.042 -2.693
H: -0.477 4.160 -1.325
H: -0.883 2.461 -1.023

Net charge = -1
Total energy = -114918.91227 eV
M = 877.1 g/mol
Gap between HOMO and LUMO (alpha / beta) = 6.39 / 6.41 eV
E_LUMO (alpha / beta) = 0.08823 / 0.08637 hartree
⟨S²⟩ = 8.754
2S+1 = 6
HOMO energy (alpha / beta) = -3.99 / -4.06 eV

Atomic partial charges in e from the natural (NBO) method, atoms 1 to 6: atom 1 (Mn): 1.47, atom 2 (C): -0.63, atom 3 (C): -0.03, atom 4 (C): -0.22, atom 5 (C): -0.19, atom 6 (C): -0.25